Entry 1:
This record from the Open Molecules 2025 dataset describes a molecular structure, C16H20NOSeYb in a non-equilibrium geometry. The level of theory is the ωB97M-V functional and the def2-TZVPD basis.

Output
Orbital gap (spin up / spin down)   3.543 / 4.478 eV
LUMO energy (spin up / spin down)   4.79 / 4.79 eV
<S²>   0.75
Spin multiplicity   2
Charge   -2
E_HOMO (spin up / spin down)   1.2 / 0.3 eV

Last column: Löwdin charge in e.
Atoms and positions in Å:
1 Yb 0.08572 -1.34995 0.78712  1.21
2 C -2.48342 -1.97455 1.31105  -0.24
3 C -2.30254 -0.70695 1.94065  -0.24
4 C -2.18387 0.28101 0.92671  -0.23
5 H -2.28816 -0.53056 3.01651  0.08
6 C -2.26651 -0.37695 -0.34277  -0.24
7 C -2.44951 -1.77268 -0.09864  -0.24
8 H -2.54375 -2.54094 -0.86479  0.08
9 H -2.63708 -2.93061 1.81096  0.08
10 H -2.10332 1.36235 1.07785  0.06
11 H -2.23502 0.11667 -1.31450  0.07
12 C 2.11843 -2.16858 -0.67291  -0.26
13 C 0.98534 -2.77285 -1.28482  -0.24
14 C 0.24338 -1.75005 -1.94672  -0.23
15 H 0.72859 -3.83447 -1.26567  0.08
16 C 0.92840 -0.51956 -1.76240  -0.22
17 C 2.08672 -0.77617 -0.95987  -0.23
18 H 2.83992 -0.02912 -0.68430  0.07
19 H 2.89228 -2.69085 -0.10193  0.08
20 H -0.66800 -1.89612 -2.51565  0.08
21 H 0.67059 0.42505 -2.23795  0.05
22 O 0.61414 -0.36378 2.73684  -0.38
23 C 0.60912 3.15767 -0.81391  -0.42
24 C 0.53674 3.31478 0.52820  0.02
25 C -0.63152 3.01006 -1.64084  -0.09
26 C 1.95022 3.12508 -1.49197  -0.09
27 C 0.66114 0.88556 2.82237  -0.38
28 H -0.41441 3.40453 1.04753  0.05
29 H 1.43664 3.39055 1.11879  0.05
30 H 1.64162 1.37986 2.85767  -0.01
31 H -0.27221 1.46865 2.91392  0.00
32 H -0.74132 3.83096 -2.36638  0.07
33 H -1.52451 2.99549 -1.00365  0.07
34 H -0.59547 2.07581 -2.21505  0.05
35 H 2.31481 4.12512 -1.77321  0.07
36 H 1.91824 2.54111 -2.41557  0.06
37 H 2.72061 2.69778 -0.83658  0.07
38 Se -0.03490 -6.36443 2.31829  0.32
39 C 0.14835 -4.68939 1.85282  -1.00
40 N 0.24452 -3.54954 1.54281  -0.04

=====

Entry 2:
This record from the Open Molecules 2025 dataset describes 9 unconnected molecules or ions with the total composition C34H64O27 in a non-equilibrium geometry. The level of theory is the ωB97M-V functional and the def2-TZVPD basis.

Output
Orbital gap   10.977 eV
LUMO energy   0.26 eV
E_HOMO   -10.7 eV

Last column: Löwdin charge in e.
Atoms and positions in Å:
1 C 0.33352 1.20997 -0.18754  -0.09
2 C 0.62137 1.04476 -1.70104  -0.08
3 O 0.71680 -0.38307 -1.86499  0.06
4 C 0.59508 -1.00967 -0.67699  -0.56
5 O 0.77620 -2.16589 -0.47759  0.14
6 O 0.31170 -0.12508 0.30054  0.05
7 H -0.64301 1.66654 -0.01638  0.11
8 H 1.09748 1.80452 0.30940  0.12
9 H 1.53720 1.56567 -1.95045  0.12
10 H -0.27050 1.33984 -2.24562  0.09
11 C -0.60582 0.74417 -4.98665  -0.11
12 C -0.24088 0.36704 -6.42684  -0.11
13 O 0.51738 1.48976 -6.87845  0.06
14 C 0.32688 2.53265 -6.02995  -0.57
15 O 0.79366 3.60798 -6.18362  0.17
16 O -0.45401 2.16580 -4.99042  0.06
17 H -0.02222 0.24723 -4.21714  0.11
18 H -1.65971 0.52481 -4.81820  0.13
19 H -1.10309 0.15531 -7.05800  0.13
20 H 0.40875 -0.50777 -6.47570  0.13
21 C 2.17117 5.00630 -3.40270  -0.05
22 C 3.10593 4.04569 -2.70090  -0.20
23 O 2.59026 3.64095 -1.42111  0.01
24 C 2.85809 4.42408 -0.38293  -0.64
25 O 3.38379 5.50315 -0.46191  0.12
26 O 2.46045 3.84192 0.73849  -0.01
27 C 2.82866 4.50893 1.95644  -0.01
28 H 1.20030 4.52356 -3.51440  0.08
29 H 2.57615 5.21015 -4.39508  0.08
30 H 2.08900 5.95789 -2.88403  0.07
31 H 4.08735 4.49353 -2.52514  0.12
32 H 3.30186 3.17305 -3.32155  0.12
33 H 2.07384 4.30003 2.71355  0.08
34 H 2.90295 5.58395 1.84942  0.10
35 H 3.74709 4.02927 2.29657  0.10
36 C 1.56032 0.43557 3.62750  -0.05
37 C 1.16462 -0.10406 4.97687  -0.19
38 O 0.51292 0.93818 5.71112  0.02
39 C 0.48658 0.84834 7.03427  -0.61
40 O 1.10226 0.07216 7.71818  0.14
41 O -0.34184 1.78036 7.48359  0.00
42 C -0.31268 2.00765 8.88828  -0.03
43 H 0.71798 0.88043 3.09638  0.07
44 H 1.96162 -0.39081 3.03953  0.08
45 H 2.35229 1.17791 3.73312  0.08
46 H 2.06030 -0.41943 5.51933  0.13
47 H 0.51227 -0.97786 4.93201  0.12
48 H -0.99601 1.30103 9.36928  0.10
49 H -0.75287 2.98554 9.06820  0.09
50 H 0.69345 1.93039 9.28479  0.10
51 C 4.05726 -3.12074 -1.03375  -0.06
52 C 4.80814 -4.10017 -0.14142  -0.21
53 O 5.38027 -5.16755 -0.89077  0.05
54 C 6.56886 -4.94538 -1.41711  -0.62
55 O 7.19748 -3.91667 -1.35866  0.12
56 O 6.95576 -6.05680 -2.03592  0.01
57 C 8.19793 -5.98104 -2.70295  -0.05
58 H 3.71989 -2.28070 -0.43035  0.07
59 H 3.21179 -3.62256 -1.50698  0.08
60 H 4.68498 -2.77100 -1.85455  0.08
61 H 4.11645 -4.52169 0.58314  0.12
62 H 5.60131 -3.57331 0.39138  0.12
63 H 8.54359 -6.98883 -2.92190  0.09
64 H 8.90994 -5.42692 -2.09665  0.09
65 H 8.11721 -5.51116 -3.68887  0.10
66 C -2.86889 -0.01484 2.10441  -0.04
67 C -3.39480 -1.27748 2.78428  -0.19
68 O -2.59597 -1.57507 3.94692  0.04
69 C -1.62086 -2.47932 3.88643  -0.63
70 O -1.13169 -2.97796 4.86101  0.13
71 O -1.25106 -2.71906 2.63244  -0.03
72 C -0.23656 -3.71342 2.42039  0.00
73 H -3.31832 0.14335 1.12587  0.05
74 H -1.78285 -0.02793 2.05915  0.07
75 H -3.16796 0.80470 2.76121  0.08
76 H -3.38780 -2.15112 2.13499  0.12
77 H -4.41326 -1.12297 3.13146  0.12
78 H -0.19272 -4.41334 3.24935  0.10
79 H 0.70570 -3.18440 2.29366  0.09
80 H -0.50849 -4.21766 1.49892  0.08
81 C -6.05156 2.69072 -0.32551  -0.06
82 C -4.56351 2.63053 -0.10072  -0.22
83 O -3.98655 1.46251 -0.67408  0.00
84 C -3.03576 1.58496 -1.60334  -0.60
85 O -2.60684 2.60587 -2.06336  0.14
86 O -2.54191 0.39273 -1.92683  -0.02
87 C -3.29033 -0.79436 -1.64197  -0.01
88 H -6.23036 2.93444 -1.38663  0.08
89 H -6.53617 3.48118 0.23753  0.08
90 H -6.54804 1.72198 -0.25788  0.08
91 H -4.33277 2.57336 0.96777  0.11
92 H -4.06563 3.55055 -0.40388  0.12
93 H -3.22259 -1.00142 -0.57604  0.08
94 H -2.82439 -1.60371 -2.19822  0.10
95 H -4.31649 -0.69127 -1.98481  0.10
96 C -0.38572 -5.17432 -1.52908  -0.06
97 C -1.80219 -5.70912 -1.47946  -0.22
98 O -2.42994 -5.44435 -2.73447  0.04
99 C -3.36336 -6.31881 -3.12546  -0.62
100 O -3.73482 -7.27633 -2.51047  0.13
101 O -3.80260 -5.94343 -4.32309  0.00
102 C -4.94531 -6.66288 -4.80175  -0.03
103 H 0.07538 -5.31970 -0.54581  0.07
104 H -0.29499 -4.09985 -1.67601  0.06
105 H 0.17660 -5.74880 -2.26223  0.08
106 H -2.38495 -5.26153 -0.67006  0.12
107 H -1.75857 -6.77181 -1.24420  0.12
108 H -5.33181 -6.10410 -5.64894  0.09
109 H -5.71547 -6.63667 -4.02994  0.10
110 H -4.67874 -7.67492 -5.08697  0.10
111 C -0.07431 6.20597 -0.45422  -0.05
112 C -0.64558 4.89618 0.02532  -0.20
113 O -0.31282 4.72042 1.39467  0.04
114 C -1.07692 3.99459 2.19255  -0.60
115 O -2.03530 3.33236 1.87427  0.11
116 O -0.63667 4.18669 3.43148  0.01
117 C -1.14690 3.28804 4.42992  -0.01
118 H 1.01361 6.25655 -0.49422  0.06
119 H -0.41761 7.07199 0.11503  0.09
120 H -0.40629 6.38610 -1.48079  0.09
121 H -0.21928 4.09630 -0.58462  0.12
122 H -1.72073 4.93129 -0.15009  0.12
123 H -1.47839 2.35736 3.97824  0.08
124 H -1.98071 3.77115 4.93903  0.10
125 H -0.37293 3.04214 5.15269  0.08

=====

no.,energy (Ha)
1,-4311.77586
2,-3365.49967